# 1
15
Properties=species:S:1:pos:R:3 method="wB97M-V/def2-TZVPD" e_above_lowest_ev=1.607 max_force_ev_per_a=2.1 homo_ev=-9.608 homo_lumo_gap_ev=10.57 smiles="C/C=C/C.O" spin_multiplicity=1
O -1.686 0.321 2.625
C -0.361 0.019 -0.744
C 0.819 -0.218 -0.181
C -0.778 1.416 -1.086
C 1.450 -1.612 -0.080
H -1.500 2.048 -0.540
H -1.503 0.597 1.716
H 1.627 -1.921 0.946
H -0.945 -0.309 2.647
H -1.065 -0.727 -1.104
H 2.465 -1.559 -0.502
H 0.040 2.081 -0.750
H 0.935 -2.155 -0.876
H 1.549 0.547 0.072
H -1.047 1.472 -2.144


# 2
21
Properties=species:S:1:pos:R:3 method="wB97M-V/def2-TZVPD" e_above_lowest_ev=2.068 max_force_ev_per_a=5.0 homo_ev=-8.485 homo_lumo_gap_ev=9.60 smiles=NCCCCCN spin_multiplicity=1
N -2.207 -0.195 1.902
N 2.929 1.107 -0.227
C 2.137 0.333 -1.240
C 1.199 -0.759 -0.535
C -0.009 -0.223 0.261
C -1.248 0.247 -0.486
C -2.483 -0.327 0.372
H -1.195 -0.187 -1.578
H 2.540 1.488 0.616
H -2.181 0.809 2.186
H 1.743 -1.529 0.017
H -1.329 1.347 -0.615
H 0.196 0.612 0.953
H -2.503 -1.467 0.038
H 3.830 0.674 -0.087
H -0.206 -0.992 0.952
H 1.429 1.052 -1.779
H 0.796 -1.192 -1.450
H -3.427 -0.044 0.160
H 2.909 -0.121 -1.956
H -2.921 -0.633 2.496


# 3
39
Properties=species:S:1:pos:R:3 method="wB97M-V/def2-TZVPD" charge=+2 max_force_ev_per_a=4.6 homo_ev="-15.349 / -15.313" homo_lumo_gap_ev="4.87 / 4.71" spin_multiplicity=1
I 3.581 2.032 0.085
I 3.446 -2.688 -0.034
Y 1.579 -0.298 0.099
Cl -0.187 1.352 0.816
S 0.226 -2.085 1.829
P -0.549 -0.019 -2.313
O 3.270 0.179 -3.117
N -0.753 -1.170 4.173
N 1.408 -0.473 3.684
C 0.142 -0.085 -3.997
C 2.635 0.221 -2.157
C 0.298 -1.201 3.296
C 1.950 -0.621 5.032
C 2.449 -0.089 2.741
C -1.740 -1.432 -2.446
C -1.667 1.443 -2.500
C -2.004 -1.893 3.850
C -0.904 0.061 4.959
H 2.612 -0.885 2.006
H 2.122 0.862 2.277
H -2.388 -1.435 -1.558
H 2.110 0.376 5.441
H -0.234 0.063 5.807
H -0.610 -0.128 -4.792
H 2.925 -1.123 4.992
H -1.158 -2.360 -2.419
H 0.785 0.792 -4.146
H 3.386 0.044 3.265
H -1.919 0.078 5.311
H -1.048 2.341 -2.562
H -2.279 1.544 -1.595
H -2.313 1.380 -3.392
H -2.524 -1.983 4.821
H -2.346 -1.396 -3.365
H 0.792 -0.966 -4.056
H -2.619 -1.316 3.142
H 1.262 -1.192 5.668
H -1.740 -2.860 3.436
H -0.699 0.966 4.357


E? In order: -233.5859, -308.3470, -2373.2240 hartree.